No. 1
Computed, not measured: 2 unconnected molecules or ions with the total composition C7H7N3O3 in a non-equilibrium geometry, with ωB97M-V with the def2-TZVPD basis set.

Values from the calculation:
**HOMO energy**: -8.403 eV
**Strongest force on any atom**: 0.084 Eh/bohr
**HOMO-LUMO gap**: 7.89 eV
**SMILES**: O=c1nccccc[nH][nH]1.O=C=O

ORCA input file:
```
! RIJCOSX wB97M-V def2-TZVPD def2/J DEFGRID3
* xyz 0 1
O -2.342 0.986 -0.822
C -1.275 0.759 -0.337
N -0.769 -0.459 -0.052
C -0.112 -1.220 0.747
C 0.925 -2.050 0.275
C 1.870 -1.442 -0.512
C 2.304 -0.067 -0.672
C 1.968 1.209 -0.207
N 0.916 1.652 0.518
N -0.390 1.776 0.040
H -0.336 -1.194 1.792
H 0.856 -3.087 0.727
H 2.724 -2.178 -0.923
H 3.267 -0.077 -1.174
H 2.852 1.896 -0.353
H 1.205 2.454 1.100
H -0.657 2.696 -0.217
O -4.019 -1.289 -0.777
C -4.283 -0.560 0.053
O -4.704 0.194 0.795
*
```

***

No. 2
Computed, not measured: 2 unconnected molecules or ions with the total composition C7H7N3O3 in a non-equilibrium geometry, with ωB97M-V with the def2-TZVPD basis set.

Values from the calculation:
**HOMO energy (alpha / beta)**: -9.080 / -10.172 eV
**Strongest force on any atom**: 0.065 Eh/bohr
**HOMO-LUMO gap (alpha / beta)**: 6.88 / 7.63 eV

ORCA input file:
```
! RIJCOSX wB97M-V def2-TZVPD def2/J DEFGRID3
* xyz 0 1
C -1.916 -1.832 -0.051
C -1.775 -0.457 0.086
C -0.785 -2.722 -0.101
C -0.508 0.108 0.180
C 0.508 -2.135 -0.045
C 0.605 -0.711 0.188
C 1.522 3.182 0.216
N 1.934 2.291 -0.633
N 1.720 -0.081 0.319
N 2.973 -0.535 0.265
O 0.400 3.303 0.623
O 3.307 -1.590 0.816
O 3.682 0.142 -0.462
H -2.810 -2.257 -0.407
H -2.570 0.136 -0.244
H -0.879 -3.791 -0.202
H -0.328 1.152 0.071
H 1.432 -2.641 0.117
H 2.263 3.874 0.571
H 2.913 2.175 -0.850
*
```

***

No. 3
Computed, not measured: 2 unconnected molecules or ions with the total composition C7H7NO in a non-equilibrium geometry, with ωB97M-V with the def2-TZVPD basis set.

Values from the calculation:
**HOMO energy**: -8.873 eV
**Strongest force on any atom**: 0.103 Eh/bohr
**HOMO-LUMO gap**: 9.62 eV
**SMILES**: C#CC#CC.COC#N

ORCA input file:
```
! RIJCOSX wB97M-V def2-TZVPD def2/J DEFGRID3
* xyz 0 1
C 1.007 -2.160 -1.903
C 1.035 -0.978 -1.601
C 1.121 0.236 -1.121
C 1.118 1.381 -0.720
C 1.083 2.597 0.007
H 1.166 -3.145 -2.019
H 0.950 2.143 1.061
H 0.146 3.112 -0.277
H 2.038 3.112 -0.195
C -1.905 -1.234 0.519
O -1.019 -1.437 1.585
C -0.331 -0.465 1.949
N 0.268 0.473 2.192
H -2.705 -1.938 0.710
H -1.580 -1.380 -0.482
H -2.393 -0.319 0.296
*
```

***

No. 4
Computed, not measured: C7H7NO2S in the gas phase in a non-equilibrium geometry, with ωB97M-V with the def2-TZVPD basis set.

Values from the calculation:
**HOMO energy**: -9.198 eV
**Strongest force on any atom**: 0.120 Eh/bohr
**HOMO-LUMO gap**: 9.16 eV
**SMILES**: O=S1(=O)/C=C/C=C\C=C\C=N/1

ORCA input file:
```
! RIJCOSX wB97M-V def2-TZVPD def2/J DEFGRID3
* xyz 0 1
O 2.722 -0.963 1.246
S 2.664 -0.111 0.067
O 3.781 -0.010 -0.861
C 1.172 -0.463 -0.935
C 0.554 -1.693 -0.470
C -0.438 -1.732 0.510
C -0.981 -0.505 1.105
C -0.878 0.735 0.636
C 0.050 1.265 -0.335
C 1.247 1.888 0.346
N 2.368 1.431 0.624
H 1.274 -0.471 -2.052
H 0.907 -2.690 -0.854
H -0.675 -2.793 0.758
H -1.689 -0.574 1.929
H -1.456 1.545 0.878
H -0.380 1.660 -1.229
H 1.205 2.842 0.713
*
```

***

No. 5
Computed, not measured: 2 unconnected molecules or ions with the total composition C7H7NO5S in a non-equilibrium geometry, with ωB97M-V with the def2-TZVPD basis set.

Values from the calculation:
**HOMO energy (alpha / beta)**: -7.416 / -9.470 eV
**Strongest force on any atom**: 0.072 Eh/bohr
**⟨S²⟩**: 2.02
**HOMO-LUMO gap (alpha / beta)**: 6.74 / 5.72 eV

ORCA input file:
```
! RIJCOSX wB97M-V def2-TZVPD def2/J DEFGRID3
* xyz 0 3
C -2.918 -0.781 -0.360
C -1.980 -1.835 -0.717
C -2.425 0.399 0.081
C -0.638 -1.623 -0.842
C -1.050 0.688 0.146
C -0.257 -0.264 -0.741
C -0.466 1.532 1.194
N 3.944 0.631 -0.495
O 4.266 0.378 -1.625
O 4.428 1.403 0.268
O 2.326 0.081 1.641
O 2.821 -1.804 0.044
O -0.527 0.832 -1.344
S 2.435 -0.390 0.269
H -3.996 -0.810 -0.330
H -2.302 -2.888 -0.862
H -3.109 1.205 0.433
H 0.153 -2.348 -0.929
H -1.097 2.110 1.897
H -0.048 2.394 0.592
H 0.439 1.092 1.680
*
```

***

No. 6
Computed, not measured: C7H7NOS2 in the gas phase in a non-equilibrium geometry, with ωB97M-V with the def2-TZVPD basis set.

Values from the calculation:
**HOMO energy**: -8.674 eV
**Strongest force on any atom**: 0.094 Eh/bohr
**HOMO-LUMO gap**: 8.76 eV
**SMILES**: Cc1ncccc1OC(=S)S

ORCA input file:
```
! RIJCOSX wB97M-V def2-TZVPD def2/J DEFGRID3
* xyz 0 1
C 2.363 0.287 -0.047
C 1.132 -0.498 -0.193
N 1.294 -1.826 -0.307
C 0.243 -2.664 -0.289
C -1.062 -2.120 -0.253
C -1.264 -0.763 -0.357
C -0.160 0.089 -0.228
O -0.437 1.484 -0.422
C -1.185 2.140 0.342
S -1.675 1.482 1.830
S -1.695 3.767 -0.229
H 2.015 1.313 0.188
H 3.182 0.168 -0.907
H 2.930 -0.093 0.771
H 0.362 -3.784 -0.282
H -1.951 -2.666 -0.357
H -2.234 -0.388 -0.253
H -1.858 4.071 0.990
*
```

***

No. 7
Computed, not measured: C7H7O4P in the gas phase in a non-equilibrium geometry, with ωB97M-V with the def2-TZVPD basis set.

Values from the calculation:
**HOMO energy**: -8.727 eV
**Strongest force on any atom**: 0.029 Eh/bohr
**HOMO-LUMO gap**: 7.47 eV
**SMILES**: C=CC1=C(P(C)O)C(=O)OC1=O

ORCA input file:
```
! RIJCOSX wB97M-V def2-TZVPD def2/J DEFGRID3
* xyz 0 1
C 1.202 -2.368 0.204
C 1.650 -1.335 -0.520
C 1.316 0.030 -0.169
C 0.154 0.563 0.238
P -1.412 -0.381 0.422
C -2.747 0.863 0.429
O -1.629 -1.052 -1.071
C 0.414 2.013 0.496
O -0.330 2.939 0.611
O 1.805 2.163 0.598
C 2.299 1.175 -0.217
O 3.285 1.240 -0.893
H 1.073 -2.299 1.271
H 0.988 -3.328 -0.240
H 2.316 -1.530 -1.348
H -2.741 1.432 1.349
H -3.673 0.305 0.337
H -2.698 1.512 -0.440
H -1.272 -1.941 -1.056
*
```